Arrangement one

DFT (ωB97M-V/def2-TZVPD) results for a 8-piece molecular cluster, H16O8 overall.

Each line ends with the Löwdin charge.
Positions of all 24 atoms, in Å:
H 1.6396 -2.0852 -0.2619  -0.0159
O 0.5484 2.2437 -1.4132  0.0172
O -0.8346 -3.3620 0.5165  -0.1154
H 0.0466 0.5105 -0.1438  -0.0113
O -2.4171 -0.2868 0.0390  -0.0050
H -2.4240 1.3808 0.0516  0.0547
H -0.2259 -0.6056 -2.8397  -0.0059
H 1.3925 2.3256 -1.0963  0.0242
H 0.1070 -3.0537 0.1619  0.0579
O -0.1901 0.2702 -3.1481  -0.0575
H 0.0520 3.0381 -1.2415  0.0756
H 2.4417 -3.2825 -0.4162  0.0633
O 2.2171 -2.6167 0.2532  -0.0401
O -2.9736 2.2939 -0.0257  -0.0703
H -1.5170 -0.2587 0.4322  0.0187
H 3.0412 0.6011 2.6236  0.0208
H -2.3690 2.9276 -0.0380  -0.0889
H 0.2650 0.9128 -2.5509  -0.0029
H 1.6546 1.1742 3.1142  0.0836
H 0.9326 0.1512 1.0113  -0.0106
O 2.4195 1.2913 2.4768  -0.0585
H -1.0714 -2.8527 1.3133  0.0291
H -2.9589 -0.6135 0.6704  0.0066
O 0.2240 -0.1035 0.5116  0.0306

charge = 0
LUMO energy = -0.16 eV
structure (SMILES) = O.O.O.O.O.O.O.O
2S+1 = 1

Arrangement two

DFT (ωB97M-V/def2-TZVPD) results for a 8-piece molecular cluster, H16O8 overall.

Each line ends with the Löwdin charge.
Positions of all 24 atoms, in Å:
O 20.6668 12.6929 16.2600  -0.0336
O 23.3790 11.9646 17.4780  -0.0336
H 19.7278 12.5265 16.1782  0.0688
H 24.2750 14.8456 15.6249  -0.0142
O 24.6226 15.6442 18.4555  -0.0576
H 23.8916 15.0274 18.4205  -0.0016
H 21.7315 14.2135 16.7695  0.0007
H 19.9193 12.8923 18.5069  -0.0082
H 22.6100 18.1918 16.1341  0.0588
H 22.3253 15.6061 16.7797  -0.0001
H 20.3399 13.4199 19.8621  0.0342
H 25.3822 15.2382 14.6700  0.0310
H 26.1919 12.6413 17.8128  0.0301
H 23.3433 11.9572 18.4345  0.0539
H 24.2286 16.4672 18.7449  0.0290
H 21.0482 12.3100 15.4700  0.0738
H 21.4025 17.2789 16.1202  0.0477
O 25.1385 15.2575 15.5955  -0.0561
O 25.8330 13.4603 17.4713  -0.0683
O 19.5669 13.2254 19.3322  -0.0404
H 22.4704 12.0915 17.2049  -0.0063
H 24.9712 13.2209 17.1304  -0.0209
O 22.5508 14.6881 16.6288  -0.0555
O 22.1918 17.4824 16.6219  -0.0317

charge = 0
LUMO energy = -0.25 eV
structure (SMILES) = O.O.O.O.O.O.O.O
2S+1 = 1

Arrangement three

DFT (ωB97M-V/def2-TZVPD) results for a 8-piece molecular cluster, H16O8 overall.

Each line ends with the Löwdin charge.
Positions of all 24 atoms, in Å:
O -44.6357 18.4513 -41.3334  -0.0635
H -38.2853 21.1152 -44.7607  0.0499
H -41.6888 25.2842 -44.9664  0.0255
H -40.4119 19.8473 -42.0165  0.0172
O -41.4120 21.4985 -41.8482  -0.0510
H -37.9281 23.8509 -42.7011  0.0531
H -43.5748 20.7426 -39.3740  0.0688
H -41.7355 22.3616 -42.1382  0.0222
H -44.4609 19.3666 -41.0788  -0.0150
O -42.4967 24.7921 -44.7988  -0.0742
H -45.5059 18.2565 -40.9751  0.0298
O -39.9002 19.2809 -42.6186  -0.0553
O -43.9212 21.1185 -40.1923  -0.0377
H -42.3957 24.4803 -43.8860  -0.0093
H -40.5325 24.2151 -42.1602  0.0134
H -41.5630 25.2431 -41.6489  0.0616
O -38.9756 21.4571 -44.1871  -0.0594
H -39.2891 20.6865 -43.6780  0.0066
H -44.3739 21.9256 -39.9258  0.0679
O -41.4959 24.3856 -42.0775  -0.0698
H -39.2602 18.8200 -42.0684  0.0540
H -42.0832 21.2000 -41.2191  0.0164
H -39.1276 22.9833 -43.0772  0.0161
O -38.8429 23.6889 -42.4598  -0.0672

charge = 0
LUMO energy = 0.18 eV
structure (SMILES) = O.O.O.O.O.O.O.O
2S+1 = 1

Arrangement four

DFT (ωB97M-V/def2-TZVPD) results for a 8-piece molecular cluster, H16O8 overall.

Each line ends with the Löwdin charge.
Positions of all 24 atoms, in Å:
H -17.5920 -13.2680 11.8430  -0.0163
O -18.4710 -15.4590 10.3750  -0.0774
H -15.3230 -13.5630 11.8220  0.0459
H -13.2870 -13.9170 13.0820  0.0765
H -15.5840 -12.3730 10.9490  0.0967
O -12.2910 -17.2650 13.6390  -0.0162
H -12.7540 -16.4700 13.3180  0.0109
H -15.5940 -14.9440 10.2550  0.0027
O -15.7210 -13.3440 10.9520  -0.0560
O -13.4060 -14.6080 13.7370  -0.0354
H -16.1190 -15.9670 12.6130  0.0630
H -14.3700 -14.3000 15.7330  -0.0380
H -18.0710 -14.2650 12.7540  0.0194
H -16.0640 -15.9740 9.2460  0.0465
H -12.4430 -17.2710 14.5360  -0.0093
O -16.0650 -15.1990 13.2010  -0.0192
H -12.5170 -14.8510 13.9950  0.0678
O -14.1600 -13.7500 16.4350  0.0028
H -15.1740 -15.0260 13.3990  -0.0431
O -18.3880 -13.5870 12.1890  -0.0040
H -14.9650 -13.3100 16.4970  0.0075
H -17.6950 -15.9160 10.6750  -0.0253
O -15.7170 -15.9120 10.1330  -0.0738
H -18.5790 -14.6910 10.9640  -0.0257

charge = 0
LUMO energy = -0.59 eV
structure (SMILES) = O.O.O.O.O.O.O.O
2S+1 = 1

Short version: arrangement one is the least stable of them.

Arrangement one

DFT (ωB97M-V/def2-TZVPD) results for one molecule with the formula C6H6OS.

Each line ends with the Löwdin charge.
Positions of all 14 atoms, in Å:
C 1.5498 -0.2751 -1.0203  -0.2165
H 2.7245 0.0620 0.5145  0.0425
C 0.0389 0.4239 1.1081  -0.0814
H 1.2245 -1.2062 -1.6757  0.1260
C -1.3472 0.3638 1.3764  -0.0750
H -1.7288 0.5569 2.4402  0.1420
H 1.5674 0.7450 -1.5215  0.1315
H -3.1472 -0.1583 0.1600  0.1038
H 0.7366 0.6763 1.8790  0.1046
C -2.0948 0.0296 0.2932  -0.1364
C -1.2226 -0.2045 -0.8003  -0.7066
S -1.2759 -0.4422 -2.4029  0.7886
C 0.2554 -0.0725 -0.1265  -0.1687
O 2.7195 -0.4987 -0.2242  -0.0544

charge = 0
LUMO energy = -1.60 eV
structure (SMILES) = OCC1=CC=CC1=S
2S+1 = 1

Arrangement two

DFT (ωB97M-V/def2-TZVPD) results for one molecule with the formula C6H6OS.

Each line ends with the Löwdin charge.
Positions of all 14 atoms, in Å:
C -1.0799 1.3774 -0.4553  0.2053
C -0.1460 0.7522 0.3605  -0.3074
H -0.6187 -2.2638 -1.1164  0.1326
C -0.3160 -1.1716 -1.1897  -0.3966
C 0.6349 1.2722 1.4159  -0.3897
H -2.0771 1.6342 -0.1835  0.1049
C 0.2943 -0.6349 0.1039  -0.2450
S 1.6757 0.1480 2.1130  0.9892
H 0.6412 -1.3020 -1.7930  0.1275
H 1.5837 -2.1268 1.1012  0.1043
O -1.3079 -0.4727 -1.6315  -0.1049
H 0.2923 2.2726 1.7063  0.0886
H -0.8058 1.5801 -1.4045  0.0626
C 1.2291 -1.0649 0.9731  -0.3713

charge = 0
LUMO energy (spin up / spin down) = -1.02 / -0.99 eV
2S+1 = 1

Short version: arrangement two is the least stable of them.

Arrangement one

DFT (ωB97M-V/def2-TZVPD) results for a 2-piece molecular cluster, ClH3NO2P overall.

Each line ends with the Löwdin charge.
Positions of all 8 atoms, in Å:
H 2.2352 0.1933 -0.5685  0.0302
O -0.9167 0.6547 0.8636  -0.1549
H -1.1767 -1.7146 -0.2198  0.0808
Cl -1.8823 -0.0069 -2.3881  -0.3071
P 0.0550 -0.0251 -0.1728  0.5268
N 1.4494 0.6669 -0.0748  -0.1219
H -1.0940 1.6020 0.7888  0.1053
O -0.2129 -1.5517 -0.1043  -0.1591

charge = 0
LUMO energy = -1.68 eV
2S+1 = 1

Arrangement two

DFT (ωB97M-V/def2-TZVPD) results for a 2-piece molecular cluster, ClH3NO2P overall.

Each line ends with the Löwdin charge.
Positions of all 8 atoms, in Å:
H 0.9929 -1.8818 0.4121  0.0007
H -1.0689 -0.7749 -0.6251  -0.0498
H 1.3010 -0.7127 1.2590  -0.0397
N -0.9867 -0.1152 -1.3492  -0.1793
O 1.3612 -1.6437 1.2343  -0.0251
P -0.6746 1.2841 -0.7748  0.2701
Cl -0.6104 1.3189 1.2496  0.3544
O -0.3145 2.5253 -1.4059  -0.3312

charge = 0
LUMO energy (spin up / spin down) = -0.74 / -0.74 eV
2S+1 = 1

Short version: arrangement one is the least stable of them.

Arrangement one

DFT (ωB97M-V/def2-TZVPD) results for a 2-piece molecular cluster, CH3NO4 overall.

Each line ends with the Löwdin charge.
Positions of all 9 atoms, in Å:
H -1.6375 0.6962 1.0067  0.2002
O 1.0473 -0.8604 -0.5340  0.0564
O -1.7549 -1.0684 0.5929  0.0498
N -1.6175 0.0538 0.1734  -0.3038
H 0.6966 -1.3433 0.3509  0.1965
H 1.7792 0.9409 -1.0034  0.1560
C 1.2391 0.3854 -0.2140  -0.4860
O -1.3586 0.3671 -0.9581  0.0646
O 0.8415 0.8100 0.7976  0.0663

charge = 0
LUMO energy = -0.03 eV
structure (SMILES) = O=[NH+][O-].O=CO
2S+1 = 1

Arrangement two

DFT (ωB97M-V/def2-TZVPD) results for a 2-piece molecular cluster, CH3NO4 overall.

Each line ends with the Löwdin charge.
Positions of all 9 atoms, in Å:
H 1.0077 1.1154 0.3954  0.1507
H 1.6654 -0.5934 0.8696  0.0723
N -1.9611 0.2417 -0.0228  -0.2595
O -0.4450 -1.3525 0.1073  -0.0522
O 0.3459 -0.6761 -0.6782  -0.2340
H 2.2159 0.0961 -0.6305  0.0646
O -2.7974 0.3110 0.7750  0.1604
O -1.4311 0.8555 -0.8412  0.1447
C 1.3996 0.0023 0.0254  -0.0471

charge = 0
LUMO energy (spin up / spin down) = -0.61 / -0.53 eV
2S+1 = 1

Short version: arrangement two is the least stable of them.

Arrangement one

DFT (ωB97M-V/def2-TZVPD) results for one molecule with the formula CH3NO4.

Each line ends with the Löwdin charge.
Positions of all 9 atoms, in Å:
O 0.1928 1.0759 -0.6841  -0.1135
O -1.2491 1.4993 -3.5932  0.1477
H 0.2552 -0.8803 -1.3606  0.0831
H 1.7120 -0.3205 -0.3354  0.1132
C 0.5880 -0.3508 -0.4774  -0.0085
O -0.9253 1.0239 -1.6029  -0.0088
H 0.0562 -0.7139 0.3964  0.0781
O -0.3367 3.0160 -2.3675  0.1625
N -0.8150 1.9673 -2.6045  -0.4538

charge = 0
LUMO energy = 0.32 eV
structure (SMILES) = COO[N+](=O)[O-]
2S+1 = 1

Arrangement two

DFT (ωB97M-V/def2-TZVPD) results for a 2-piece molecular cluster, CH3NO4 overall.

Each line ends with the Löwdin charge.
Positions of all 9 atoms, in Å:
N -0.7869 0.6288 0.3672  -0.4021
O 0.2227 -1.4406 0.6031  0.1013
H -0.7421 -1.6108 0.6394  0.1311
O -1.7854 -0.0486 0.2359  0.0952
O 0.6947 0.4185 -1.5430  -0.1090
C 0.4496 -0.1373 0.3745  -0.0819
H 1.2769 0.5705 0.6379  0.1775
H 1.3190 -0.2016 -1.7933  -0.0412
O -0.6485 1.8210 0.4784  0.1291

charge = 0
LUMO energy (spin up / spin down) = -1.21 / -1.21 eV
2S+1 = 1

Short version: arrangement one is the least stable of them.

Arrangement one

DFT (ωB97M-V/def2-TZVPD) results for an isolated ion of composition C3H7N2O and charge +1.

Each line ends with the Löwdin charge.
Positions of all 13 atoms, in Å:
H -0.5898 1.2940 1.4689  0.1826
N 0.2484 -0.0143 -1.4823  0.1093
H 0.6751 1.6721 -0.5357  0.1451
H 1.5767 -1.5824 -0.5011  0.1890
C 0.6179 -1.0270 -0.5618  -0.3756
H -1.6148 -0.0169 0.4406  0.1372
C -0.6652 0.4994 0.6081  -0.0825
O -0.5359 -1.2709 -1.1788  0.0976
H -0.9970 1.6351 -1.1744  0.1469
H -0.1672 -1.4190 1.3718  0.2501
C -0.2174 1.0774 -0.6784  -0.1599
H 1.2701 -0.2270 1.3835  0.2397
N 0.3991 -0.6204 0.8396  0.1203

charge = +1
LUMO energy = -4.07 eV
structure (SMILES) = C1CN2O[C@@H]2[NH2+]1
2S+1 = 1

Arrangement two

DFT (ωB97M-V/def2-TZVPD) results for an isolated ion of composition C3H7N2O and charge +1.

Each line ends with the Löwdin charge.
Positions of all 13 atoms, in Å:
H 0.4046 -2.5083 2.0696  0.1717
H -0.4595 2.0716 -0.3283  0.1736
N -0.7238 1.1977 0.1104  0.2466
H -0.5903 -1.0948 -1.3887  0.1589
H 1.2474 0.9668 0.0752  0.1239
H -1.2772 1.2999 0.9315  0.1569
C 0.4780 -1.1407 -0.8095  -0.0344
O 0.5592 -2.1615 0.1414  -0.0279
N 0.4092 -0.3919 1.5320  0.0934
H -1.3374 0.6662 -0.4860  0.1421
H 1.3996 -1.1982 -1.5178  0.1564
C 0.4534 -1.6621 1.3620  -0.1552
C 0.4869 0.2819 0.3001  -0.2062

charge = +1
LUMO energy = -3.74 eV
structure (SMILES) = [NH3+][C@@H]1COC=N1
2S+1 = 1

Short version: arrangement one is the least stable of them.